# 1
Here is C50H55BiN5OPSSi4 as an isolated structure from the OMol25 dataset. Energies are from the ωB97M-V functional and the def2-TZVPD basis.

As for the total charge: -2. The calculation puts the total energy at -4399.59165 a.u.

Last column: Löwdin charge in e.
CARTESIAN COORDINATES (ANGSTROEM)
Bi: 0.8010 0.7211 0.1090  0.9980
C: 3.4380 1.4030 2.6306  -0.2252
Si: 1.9391 2.3310 1.8961  0.4000
C: 1.1047 3.0856 3.4406  -0.2296
C: 2.7553 3.8112 1.0017  -0.3126
C: 3.4203 4.7959 1.7372  -0.1219
C: 4.0906 5.8393 1.1190  -0.1172
C: 4.1214 5.9037 -0.2682  -0.1130
C: 3.4713 4.9305 -1.0109  -0.1142
C: 2.7740 3.8844 -0.4004  -0.3121
Si: 1.9791 2.5049 -1.4707  0.3720
C: 3.5476 1.5599 -2.0158  -0.2346
C: 1.3374 3.3820 -3.0267  -0.2067
H: 4.1298 2.0878 3.1292  0.0225
H: 3.9952 0.8802 1.8488  0.0152
H: 3.1195 0.6570 3.3674  0.0077
H: 1.8250 3.6356 4.0523  0.0148
H: 0.6864 2.2905 4.0629  0.0040
H: 0.2958 3.7720 3.1792  0.0172
H: 3.4188 4.7433 2.8227  0.0845
H: 4.5923 6.5955 1.7135  0.0872
H: 4.6561 6.7066 -0.7645  0.0885
H: 3.5164 4.9829 -2.0943  0.0865
H: 4.3459 2.2374 -2.3325  0.0218
H: 3.3310 0.8768 -2.8418  -0.0108
H: 3.9333 0.9551 -1.1887  0.0178
H: 2.1458 3.9217 -3.5286  0.0146
H: 0.5461 4.0975 -2.7930  0.0192
H: 0.9352 2.6569 -3.7350  0.0081
C: -1.8876 1.5165 2.3974  -0.2462
Si: -1.5916 1.7422 0.5320  0.3949
C: -1.7045 3.6300 0.2510  -0.2231
C: -3.2429 1.0346 -0.1834  -0.2669
C: -4.3499 1.4533 0.5638  -0.1306
C: -5.6198 0.9322 0.3919  -0.1023
C: -5.8268 -0.0259 -0.5850  -0.1059
C: -4.7665 -0.3973 -1.3927  -0.1133
C: -3.4709 0.1129 -1.2350  -0.2196
Si: -2.2442 -0.5478 -2.5366  0.5649
C: -1.3015 -1.9839 -1.7988  -0.1710
C: -3.2883 -1.2968 -3.9481  -0.1678
H: -2.8501 1.9028 2.7435  0.0131
H: -1.0987 2.0063 2.9701  -0.0199
H: -1.8408 0.4486 2.6188  -0.0161
H: -2.6626 4.0311 0.5934  0.0187
H: -1.5839 3.8934 -0.8032  0.0069
H: -0.9050 4.1343 0.8014  0.0116
H: -4.2075 2.2033 1.3344  0.0758
H: -6.4380 1.2624 1.0222  0.0917
H: -6.8077 -0.4619 -0.7378  0.0907
H: -4.9541 -1.1040 -2.1927  0.0728
H: -1.9862 -2.8379 -1.7341  0.0340
H: -0.9393 -1.7671 -0.7878  -0.0245
H: -0.4573 -2.2708 -2.4196  0.0152
H: -3.7272 -2.2637 -3.6879  0.0193
H: -2.6465 -1.4477 -4.8201  0.0268
H: -4.0936 -0.6215 -4.2508  0.0315
S: -0.0787 0.5496 -9.2834  0.8586
N: -1.0941 1.2114 -8.1763  -0.2389
C: -0.6499 0.8561 -6.9906  -0.3040
C: -1.2391 1.2457 -5.7222  -0.1492
C: -2.1960 2.2256 -5.6521  -0.0671
C: -2.5899 2.6982 -4.3539  -0.1086
C: -2.2090 2.0258 -3.2540  -0.1652
N: -1.4684 0.8346 -3.3026  -0.0784
C: -0.6965 0.6521 -4.5299  -0.1960
C: 0.5006 -0.0444 -4.5588  -0.1872
N: 1.1032 -0.4301 -3.3814  0.0824
C: 2.2543 -1.0450 -3.4188  -0.2258
C: 2.9563 -1.3898 -4.5859  -0.1137
C: 2.3810 -1.0332 -5.7907  -0.0546
C: 1.1666 -0.3586 -5.8160  -0.1275
C: 0.5409 0.0447 -7.0310  -0.3224
N: 0.9633 -0.2056 -8.2641  -0.2567
H: -2.5742 2.6838 -6.5549  0.0840
H: -3.1676 3.6086 -4.2567  0.0856
H: -2.5454 2.3259 -2.2692  0.0735
H: 2.6933 -1.2822 -2.4482  0.0995
H: 3.9213 -1.8757 -4.5347  0.0743
H: 2.8641 -1.2519 -6.7362  0.1004
O: 3.5828 -1.7746 1.5169  -0.0771
H: 3.0963 -2.5335 1.1786  0.0089
H: 2.9098 -1.2154 1.9299  -0.0096
N: -0.4079 -1.1999 1.8747  -0.3566
P: -0.2510 -2.3637 2.8226  0.6031
C: -1.7443 -2.9542 3.7540  -0.2771
C: -2.9147 -3.0103 2.9952  -0.0860
C: -4.1263 -3.3439 3.5773  -0.0959
C: -4.1896 -3.6009 4.9423  -0.1180
C: -3.0361 -3.5331 5.7096  -0.1109
C: -1.8200 -3.2110 5.1193  -0.0976
C: 0.3115 -3.9842 2.1003  -0.2771
C: 0.8514 -3.8675 0.8210  -0.1123
C: 1.2458 -4.9849 0.1001  -0.0843
C: 1.0746 -6.2471 0.6547  -0.1110
C: 0.5142 -6.3775 1.9186  -0.1074
C: 0.1326 -5.2536 2.6399  -0.0901
C: 0.9658 -2.0939 4.1923  -0.2840
C: 2.1890 -2.7432 4.3236  -0.0965
C: 3.1597 -2.2526 5.1898  -0.1003
C: 2.9264 -1.1016 5.9248  -0.1153
C: 1.7073 -0.4410 5.8042  -0.1069
C: 0.7454 -0.9308 4.9387  -0.1091
H: -2.8540 -2.7599 1.9404  0.1018
H: -5.0264 -3.4005 2.9764  0.0950
H: -5.1378 -3.8426 5.4088  0.0880
H: -3.0859 -3.7367 6.7737  0.0898
H: -0.9231 -3.1620 5.7267  0.0952
H: 0.8984 -2.8696 0.3916  0.0721
H: 1.6608 -4.8781 -0.8958  0.1015
H: 1.3568 -7.1309 0.0944  0.0903
H: 0.3678 -7.3670 2.3379  0.0902
H: -0.3005 -5.3648 3.6284  0.1003
H: 2.3885 -3.6345 3.7399  0.0969
H: 4.1101 -2.7664 5.2768  0.0957
H: 3.6958 -0.7038 6.5760  0.0912
H: 1.5246 0.4675 6.3665  0.0955
H: -0.1936 -0.4049 4.7961  0.1023

***

# 2
Here is one molecule with the formula C7H7N3O from the OMol25 dataset. Energies are from the ωB97M-V functional and the def2-TZVPD basis.

The SMILES is Cn1ccc(=O)n2nccc12. The value obtained for the energy above the lowest of the compared OMol25 structures with the same formula, charge and spin is 146.53 kJ/mol. As for the total charge: 0.

Last column: Löwdin charge in e.
CARTESIAN COORDINATES (ANGSTROEM)
C: 1.6144 -1.1821 -1.1767  -0.0183
N: 0.7800 -0.1396 -0.5833  -0.0900
C: 0.9732 1.1598 -0.9281  -0.0736
C: 0.2764 2.1873 -0.3889  0.0260
C: -0.9322 1.9826 0.4679  -0.3947
O: -1.6471 2.8360 0.9500  0.0882
N: -1.0495 0.5925 0.7261  -0.0038
N: -2.0285 0.1139 1.5329  0.0919
C: -1.8555 -1.2060 1.5689  -0.1580
C: -0.7579 -1.6488 0.8391  -0.0056
C: -0.2631 -0.4542 0.2408  -0.1799
H: 1.0354 -1.9533 -1.7151  0.1008
H: 2.2342 -1.7495 -0.4323  0.1076
H: 2.3383 -0.6834 -1.8158  0.0816
H: 1.6833 1.3801 -1.7066  0.1239
H: 0.5553 3.2317 -0.5367  0.1127
H: -2.5315 -1.8078 2.1603  0.1058
H: -0.4252 -2.6591 0.7972  0.0856

***

# 3
Here is C55H135ClLiN9O21 as an isolated structure from the OMol25 dataset. Energies are from the ωB97M-V functional and the def2-TZVPD basis.

As for the total charge: -2. The calculation puts the total energy at -4716.69116 a.u.

Last column: Löwdin charge in e.
CARTESIAN COORDINATES (ANGSTROEM)
Li: -1.8471 1.8099 2.4089  0.4451
Cl: -0.8774 1.1391 0.3712  -0.3112
C: -3.5460 2.9882 3.7873  -1.1733
O: -3.6835 1.8725 3.2765  -0.1886
O: -4.3395 3.7088 4.3606  -0.1003
O: -2.3996 3.4616 3.5870  -0.2181
C: 7.6585 3.9359 -7.6061  -0.1421
O: 6.6101 3.0978 -7.2402  -0.1642
C: 5.7753 3.6959 -6.2728  -0.2569
C: 4.5752 2.9992 -5.7778  -0.2060
N: 4.9927 1.7529 -5.1226  -0.0536
C: 3.9765 0.7097 -5.0461  -0.1858
C: 2.7593 1.2064 -4.2311  -0.1675
O: 1.7715 1.7178 -5.1928  -0.2082
C: 0.7526 2.4129 -4.5073  -0.1200
H: 8.4676 3.9308 -6.8757  0.0856
H: 7.4553 4.9848 -7.8218  0.0827
H: 8.1012 3.5432 -8.5215  0.0839
H: 5.3102 4.5080 -6.8317  0.1152
H: 6.3527 4.0564 -5.4215  0.1277
H: 3.9005 2.8583 -6.6222  0.1247
H: 4.0476 3.6076 -5.0432  0.1123
H: 5.7896 1.3591 -5.6021  0.0976
H: 4.3955 -0.1022 -4.4516  0.1085
H: 3.6290 0.3773 -6.0243  0.1182
H: 3.0390 1.9715 -3.5069  0.1086
H: 2.2273 0.3870 -3.7476  0.0927
H: 0.1322 1.7042 -3.9587  0.0713
H: -0.0002 2.7616 -5.2143  0.0851
H: 1.0503 3.2591 -3.8881  0.0780
C: -1.5902 4.9807 -0.0417  -0.1034
O: -0.9104 6.2205 0.1423  -0.2254
C: -0.2315 6.3374 1.4162  -0.1790
C: 0.0680 7.8353 1.5598  -0.2185
N: -0.9503 8.5536 2.3296  -0.0383
C: -0.4415 9.9130 2.5990  -0.2200
C: -1.6231 10.8400 3.0015  -0.1920
O: -2.1409 11.6040 1.8908  -0.2086
C: -2.9131 10.8468 0.9977  -0.1186
H: -0.9949 4.1418 0.3187  0.0401
H: -1.9340 4.8028 -1.0607  0.0767
H: -2.5028 5.0466 0.5506  0.0914
H: 0.7046 5.7890 1.3112  0.0968
H: -0.8104 6.0000 2.2759  0.1312
H: 0.2393 8.2282 0.5576  0.1098
H: 1.0589 7.9459 2.0003  0.1105
H: -1.7905 8.7209 1.7946  0.0781
H: 0.0804 10.3841 1.7661  0.1130
H: 0.2134 9.8880 3.4700  0.1073
H: -1.2163 11.4563 3.8032  0.1086
H: -2.4234 10.2353 3.4282  0.1183
H: -2.2965 10.0754 0.5363  0.0798
H: -3.3597 11.5123 0.2589  0.0876
H: -3.6966 10.3806 1.5951  0.0920
C: 5.8615 8.8903 -5.5859  -0.1128
O: 5.7541 8.0337 -4.4615  -0.1853
C: 4.6466 7.1791 -4.6188  -0.2669
C: 4.6024 6.2133 -3.4913  -0.1900
N: 4.3564 7.0747 -2.2980  -0.0687
C: 4.4554 6.4717 -0.9396  -0.1526
C: 3.2393 5.5191 -0.7316  -0.2541
O: 3.4499 4.1823 -1.0745  -0.2003
C: 2.2307 3.3660 -0.9740  -0.0541
H: 5.8934 8.3644 -6.5401  0.0807
H: 6.8169 9.4147 -5.5691  0.0823
H: 5.0518 9.6189 -5.5446  0.0890
H: 4.7492 6.6392 -5.5602  0.1038
H: 3.7263 7.7543 -4.7200  0.1298
H: 5.5259 5.6459 -3.3763  0.1202
H: 3.7531 5.5637 -3.7029  0.1111
H: 4.8501 7.9434 -2.4454  0.0865
H: 4.4215 7.3189 -0.2545  0.1124
H: 5.3554 5.8623 -0.8579  0.1074
H: 2.3431 5.9998 -1.1238  0.1218
H: 3.0371 5.4940 0.3392  0.1045
H: 1.8592 3.3325 0.0502  0.0576
H: 2.3271 2.3462 -1.3467  0.0622
H: 1.4809 3.8025 -1.6339  0.0765
C: -11.5950 -3.6488 1.4651  -0.1263
O: -11.2032 -2.8201 0.3793  -0.1997
C: -9.8006 -2.5084 0.4555  -0.2140
C: -9.3313 -1.7318 -0.8200  -0.1924
N: -7.8496 -1.5109 -0.8852  -0.0561
C: -7.3452 -0.7281 0.2570  -0.1984
C: -5.8442 -0.3857 0.0416  -0.1928
O: -5.6583 0.6773 -0.9374  -0.2006
C: -4.4762 1.3981 -0.7890  -0.1316
H: -12.6638 -3.8357 1.3608  0.0842
H: -11.3728 -3.1530 2.4100  0.0801
H: -11.0080 -4.5646 1.5347  0.0784
H: -9.2268 -3.4346 0.4858  0.1186
H: -9.5812 -1.9203 1.3466  0.1094
H: -9.9226 -0.8349 -1.0046  0.1090
H: -9.5741 -2.4011 -1.6453  0.1033
H: -7.7490 -0.8973 -1.6811  0.0970
H: -7.3857 -1.2187 1.2295  0.1123
H: -7.8037 0.2603 0.2861  0.1200
H: -5.3585 -1.3145 -0.2578  0.0924
H: -5.3008 -0.1951 0.9670  0.1186
H: -4.4081 2.1450 -1.5799  0.0837
H: -3.6513 0.7089 -0.9699  0.0465
H: -4.3349 1.8487 0.1933  0.0900
C: -2.2354 -2.6093 -0.2283  -0.0929
O: -2.7818 -3.5467 0.7147  -0.1927
C: -3.4900 -2.9558 1.7965  -0.1812
C: -4.1992 -4.1514 2.4378  -0.2152
N: -3.2318 -4.9257 3.1675  -0.0604
C: -3.8921 -6.1399 3.5888  -0.2352
C: -2.9457 -6.9628 4.4448  -0.2317
O: -1.7225 -7.3545 3.7805  -0.1591
C: -0.9506 -8.0851 4.7126  -0.1346
H: -3.0484 -2.1385 -0.7809  0.0665
H: -1.5645 -2.9909 -0.9979  0.0633
H: -1.7601 -1.7452 0.2360  0.0467
H: -4.3088 -2.2951 1.5117  0.1035
H: -2.7556 -2.4827 2.4485  0.1181
H: -4.8333 -4.7855 1.8181  0.1199
H: -4.7593 -3.7170 3.2658  0.1223
H: -2.5025 -5.2750 2.5623  0.1044
H: -4.0680 -6.7849 2.7279  0.1179
H: -4.8511 -5.9320 4.0633  0.1245
H: -3.6480 -7.7150 4.8042  0.1128
H: -2.6969 -6.3913 5.3391  0.1077
H: -1.2826 -9.0942 4.9568  0.0810
H: -0.7252 -7.4757 5.5877  0.0778
H: 0.0257 -8.3590 4.3125  0.0816
C: 1.1470 1.1251 7.8763  -0.1038
O: 0.3102 1.1425 6.7304  -0.1716
C: 0.1949 -0.0024 6.0027  -0.2681
C: -0.7226 0.1476 4.7395  -0.1264
N: -0.4552 1.3517 3.9048  -0.1108
C: 0.9274 1.5310 3.5074  -0.2367
C: 1.2906 2.9498 3.1419  -0.1655
O: 2.6784 3.1651 3.4625  -0.2023
C: 3.6266 2.5112 2.6250  -0.1086
H: 0.6251 0.5658 8.6527  0.0762
H: 1.1756 2.1194 8.3221  0.0805
H: 2.1865 0.8145 7.7711  0.0822
H: -0.2469 -0.7809 6.6246  0.1033
H: 1.1925 -0.2934 5.6736  0.1020
H: -1.7436 0.2308 5.1119  0.1223
H: -0.6640 -0.7407 4.1105  0.0899
H: -0.8547 2.1871 4.3080  0.0741
H: 1.0771 0.7657 2.7459  0.0845
H: 1.5561 1.3277 4.3743  0.1060
H: 0.7029 3.7142 3.6502  0.1376
H: 1.2549 3.0492 2.0570  0.0825
H: 3.4429 1.4376 2.5837  0.0755
H: 4.6423 2.5373 3.0199  0.0761
H: 3.7260 2.9461 1.6305  0.0711
C: 3.3456 -3.3329 2.0673  -0.1132
O: 2.2758 -3.7593 2.8692  -0.1815
C: 1.1159 -2.8539 2.7845  -0.1663
C: 0.0138 -3.4319 3.6421  -0.1914
N: 0.4319 -3.2900 5.0553  -0.0417
C: -0.4493 -4.0003 5.9864  -0.1971
C: 0.1498 -4.1670 7.3900  -0.2072
O: 1.1130 -5.2236 7.4559  -0.1930
C: 1.4921 -5.5194 8.7637  -0.1368
H: 3.7405 -2.3475 2.3147  0.0977
H: 3.1980 -3.5178 1.0033  0.0643
H: 4.1091 -4.0570 2.3517  0.0695
H: 0.8095 -2.8690 1.7386  0.1148
H: 1.2159 -1.7888 2.9934  0.1129
H: -0.1231 -4.4973 3.4573  0.1089
H: -0.9756 -3.0004 3.4907  0.0951
H: 1.3493 -3.6739 5.2312  0.1028
H: -0.7139 -4.9772 5.5818  0.0924
H: -1.3794 -3.4368 6.0607  0.1211
H: -0.7174 -4.3816 8.0144  0.1123
H: 0.5596 -3.2293 7.7655  0.1182
H: 2.0846 -4.6420 9.0230  0.0858
H: 2.1472 -6.3844 8.8667  0.0820
H: 0.6366 -5.6587 9.4247  0.0821
C: -0.9514 -6.7115 -8.4958  -0.1274
O: -0.6012 -6.8838 -7.1286  -0.2004
C: -1.7415 -7.3740 -6.3497  -0.1727
C: -2.6585 -6.2106 -5.9276  -0.2256
N: -1.9154 -5.1629 -5.2864  -0.0699
C: -2.6761 -4.0851 -4.8602  -0.2494
C: -1.9690 -3.2179 -3.8536  -0.1808
O: -1.3027 -2.0798 -4.4695  -0.1799
C: -0.8073 -1.2226 -3.5316  -0.1309
H: -1.2272 -7.6201 -9.0310  0.0816
H: -0.0058 -6.3923 -8.9340  0.0840
H: -1.6441 -5.8869 -8.6642  0.0825
H: -1.3072 -7.8861 -5.4910  0.1183
H: -2.2854 -8.1365 -6.9073  0.1078
H: -3.4066 -6.5106 -5.1938  0.1202
H: -3.2446 -5.8072 -6.7534  0.1072
H: -1.2692 -4.8648 -6.0032  0.1205
H: -3.7185 -4.2173 -4.5703  0.1281
H: -2.8864 -3.4678 -5.7336  0.1232
H: -1.2277 -3.8162 -3.3237  0.1199
H: -2.6733 -2.8561 -3.1046  0.1037
H: -1.6188 -0.8763 -2.8916  0.0942
H: -0.3832 -0.3769 -4.0728  0.0769
H: -0.0235 -1.7079 -2.9500  0.0708
C: 4.6798 -6.8636 1.4120  -0.1062
O: 5.4240 -6.2062 0.4129  -0.1957
C: 5.1335 -6.5532 -0.9158  -0.2616
C: 5.1439 -5.4951 -1.9848  -0.1750
N: 4.1453 -4.4768 -1.6081  -0.0638
C: 4.0124 -3.3599 -2.4344  -0.2261
C: 2.7374 -2.5222 -2.0587  -0.2157
O: 2.9659 -1.7789 -0.8959  -0.2112
C: 1.9529 -0.8049 -0.6224  -0.1058
H: 4.8358 -6.3601 2.3661  0.0830
H: 5.1582 -7.8428 1.4321  0.0814
H: 3.6163 -6.9672 1.1971  0.0948
H: 4.3003 -7.2527 -0.9824  0.1174
H: 5.9083 -7.2978 -1.0985  0.1127
H: 4.8920 -5.9308 -2.9517  0.1223
H: 6.1611 -5.1035 -1.9806  0.1129
H: 4.0906 -4.2335 -0.6294  0.0920
H: 3.8505 -3.6680 -3.4674  0.1124
H: 4.8979 -2.7300 -2.5202  0.1142
H: 1.7770 -3.0331 -1.9892  0.1166
H: 2.6278 -1.7974 -2.8654  0.0916
H: 1.0263 -1.3747 -0.5528  0.0632
H: 1.8896 -0.0339 -1.3903  0.0569
H: 2.0886 -0.2107 0.2813  0.0699

***

Table of max |F| (eV/Å), in record order: 1.2, 2.3, 6.1